[1]
The following is a quantum chemistry calculation of an isolated molecule of C5H7NO, from OMol25.

The geometry in XYZ format:
```
14
Properties=species:S:1:pos:R:3:forces:R:3
C 1.07807 -0.28467 -1.94777 0.0884 0.0784 -0.1683
C 0.40691 0.27326 -0.73540 -0.2235 -0.0475 -0.0590
C -0.57647 1.19826 -0.64301 -0.2429 -0.5012 -0.0030
O -1.25863 1.02827 0.57249 0.3107 0.1411 0.0842
C -0.62449 0.03014 1.22524 0.3425 -0.0866 -0.0390
N -1.06628 -0.44778 2.44805 -0.0563 0.1721 0.0436
C 0.42248 -0.43384 0.50303 -0.0895 -0.1934 0.0562
H 1.97282 -0.85446 -1.67668 -0.0761 0.2063 -0.0746
H 1.33579 0.46168 -2.69901 0.0113 -0.0061 0.0310
H 0.36713 -0.99299 -2.39383 0.2644 0.1096 -0.0704
H -0.99748 1.88850 -1.36477 -0.0392 -0.1504 0.3944
H -1.82132 0.01573 2.92412 0.0648 0.2448 -0.1517
H -0.30035 -0.70416 3.05554 -0.2551 0.0658 -0.0127
H 1.08913 -1.23582 0.77897 -0.0994 -0.0328 -0.0308
```
Positions in Å, forces in eV/Å.

Values from the calculation:
Energy relative to the best compared isomer or geometry (same formula, charge and spin)   90.0 kJ/mol
SMILES   Cc1coc(N)c1
LUMO level   1.0 eV
HOMO energy   -7.566 eV


[2]
The following is a quantum chemistry calculation of an isolated molecule of C5H7NO, from OMol25.

The geometry in XYZ format:
```
14
Properties=species:S:1:pos:R:3:forces:R:3
C -1.43977 -1.09683 0.16463 -0.0419 -0.0802 -0.0032
C -0.46590 0.08398 0.29416 -0.0325 0.0064 0.0688
C -1.00069 1.24525 -0.44069 -0.2820 0.5909 -0.3638
N -1.43980 2.13751 -1.02876 0.3849 -0.7012 0.4526
C 0.95429 -0.27085 -0.19130 0.0244 -0.0682 0.0119
C 1.95312 0.83819 0.06398 0.2403 -0.0864 0.1469
O 2.97305 0.68072 0.68989 -0.4342 0.0776 -0.2691
H -2.43966 -0.81130 0.50509 0.1707 -0.0343 -0.0605
H -1.09432 -1.93489 0.77765 -0.0112 0.1327 -0.1013
H -1.51561 -1.43276 -0.87496 0.0436 0.0819 0.1571
H -0.40900 0.37318 1.35161 -0.0214 -0.0008 -0.1457
H 1.30889 -1.17112 0.32066 -0.0919 0.1304 -0.0710
H 0.92285 -0.47127 -1.27072 0.0109 0.0356 0.1229
H 1.69256 1.83020 -0.36125 0.0402 -0.0843 0.0544
```
Positions in Å, forces in eV/Å.

Values from the calculation:
Energy relative to the best compared isomer or geometry (same formula, charge and spin)   75.6 kJ/mol
SMILES   C[C@H](C#N)CC=O
LUMO level   0.7 eV
HOMO energy   -10.247 eV


[3]
The following is a quantum chemistry calculation of an isolated molecule of C5H7NO, from OMol25.

The geometry in XYZ format:
```
14
Properties=species:S:1:pos:R:3:forces:R:3
C 0.42609 1.50663 0.94260 0.1582 0.0744 0.0197
C -0.18756 0.21475 0.54309 0.2694 0.0507 -0.2516
O -0.61454 -0.71747 1.42695 0.0755 0.0091 0.0013
C -0.81776 -1.86009 0.70885 -0.0685 -0.1643 -0.0985
C -0.53963 -1.66903 -0.60528 -0.0141 -0.0173 0.0664
C -0.13065 -0.29924 -0.70825 0.0556 -0.0455 0.3063
N 0.46110 0.41112 -1.79591 0.1657 0.1411 0.0765
H -0.13144 2.37189 0.57080 -0.0642 -0.0895 0.1728
H 0.56987 1.59749 2.01956 -0.0376 -0.0247 -0.1081
H 1.40727 1.54479 0.43273 -0.2232 0.1691 0.4858
H -1.12794 -2.71846 1.28646 -0.0579 0.1484 -0.1420
H -0.57726 -2.40528 -1.39663 -0.0544 0.1096 0.1430
H 1.34890 0.77676 -1.43358 -0.1921 -0.1788 -0.4955
H -0.08644 1.24615 -1.99138 -0.0124 -0.1823 -0.1764
```
Positions in Å, forces in eV/Å.

Values from the calculation:
Energy relative to the best compared isomer or geometry (same formula, charge and spin)   103.8 kJ/mol
SMILES   Cc1occc1N
LUMO level   0.9 eV
HOMO energy   -8.380 eV


[4]
The following is a quantum chemistry calculation of an isolated molecule of C5H7NO, from OMol25.

The geometry in XYZ format:
```
14
Properties=species:S:1:pos:R:3:forces:R:3
N 3.00946 0.75007 0.93363 -0.3134 -0.2116 -0.1793
C 1.98824 0.34143 0.33732 0.1887 0.1665 0.1038
O 1.44200 -0.78033 -0.16366 0.1660 -0.1524 0.0540
C -1.77623 -0.41400 -1.54458 -0.1047 -0.2607 0.3583
C -1.52127 -0.52129 -0.10191 0.1467 0.0425 -0.2308
C -0.60127 0.55953 0.47694 0.0200 0.0710 0.0550
C 0.70282 0.52136 -0.27489 -0.1405 0.1817 -0.0411
H 3.65431 -0.02450 1.09920 -0.0205 0.0684 0.0211
H -2.22392 -1.38404 -1.84625 -0.0013 0.1813 0.0417
H -1.26184 -1.51858 0.28403 -0.0779 0.0941 -0.1131
H -2.57600 -0.35409 0.22325 0.0187 -0.0290 -0.0685
H -0.43720 0.40866 1.54899 -0.0008 0.0135 -0.1529
H -1.04875 1.54951 0.33498 0.0724 -0.1312 0.0015
H 0.64965 0.86627 -1.30705 0.0465 -0.0341 0.1501
```
Positions in Å, forces in eV/Å.

Values from the calculation:
Energy relative to the best compared isomer or geometry (same formula, charge and spin)   550.4 kJ/mol
LUMO level   -0.5 eV
HOMO energy   -9.156 eV


[5]
The following is a quantum chemistry calculation of an isolated molecule of C5H7NO in a non-equilibrium geometry, from OMol25.

The geometry in XYZ format:
```
14
Properties=species:S:1:pos:R:3:forces:R:3
N 2.16306 -1.28957 0.47541 -0.4469 0.3644 -0.0214
C 0.98529 -0.95616 0.40778 0.2695 -0.1384 0.8263
C -0.23890 -0.49642 0.60477 0.2912 -0.0063 0.4677
C -0.82363 0.62036 -0.25103 -0.0227 -0.0396 0.2103
C 0.31875 1.27289 -0.99909 0.0146 0.1480 0.1176
O 0.42193 0.06612 -1.80645 -0.8164 -0.3246 -0.4492
C -1.05231 -0.16181 -1.53865 0.3697 0.0459 -0.4711
H 2.58058 -1.89686 -0.22582 -0.3950 -0.0010 -0.0436
H -0.91802 -1.13717 1.15318 0.0302 0.0806 0.1561
H -1.59448 1.21318 0.24980 0.0812 -0.1807 -0.1672
H 0.03226 2.12838 -1.62748 -0.0588 -0.1709 0.1350
H 1.19649 1.54517 -0.40006 0.0898 -0.3653 -0.3568
H -1.51270 0.23568 -2.43366 -0.5740 0.6667 0.1567
H -1.52882 -1.13660 -1.31688 1.1675 -0.0789 -0.5604
```
Positions in Å, forces in eV/Å.

Values from the calculation:
Energy relative to the best compared isomer or geometry (same formula, charge and spin)   353.5 kJ/mol
SMILES   N=C=CC1COC1
LUMO level   1.0 eV
HOMO energy   -8.472 eV


[6]
The following is a quantum chemistry calculation of a structure of composition C5H7NO in a non-equilibrium geometry, from OMol25.

The geometry in XYZ format:
```
14
Properties=species:S:1:pos:R:3:forces:R:3
O 0.04184 2.05846 0.57803 0.0577 0.0740 -0.4043
C -0.74629 0.91787 0.34103 -0.3747 -0.3297 0.2078
C -0.76450 0.23012 -1.02510 -0.5612 -0.7533 0.5465
C 0.39587 -0.70596 -1.02673 0.2194 -0.4820 -0.1363
C 1.14996 -0.59114 0.30146 0.3648 0.2050 0.0757
C -0.24235 -0.42068 0.89469 0.2740 -0.0614 0.6719
N -0.76755 -1.19565 -0.29081 0.2103 -0.4707 0.5522
H 0.72547 2.12905 -0.10063 -0.1420 -0.0787 0.1358
H -1.76120 1.17240 0.64593 0.0356 -0.1827 0.1481
H -1.69933 -0.27911 -1.29012 -0.4217 1.8185 -1.9434
H 0.76010 -1.15684 -1.94396 -0.0876 -0.0621 0.1725
H 1.88690 0.19052 0.47908 0.1190 -0.0160 -0.0918
H 1.54848 -1.57777 0.55337 0.0263 0.2243 -0.0097
H -0.52740 -0.77128 1.88377 0.2802 0.1148 0.0751
```
Positions in Å, forces in eV/Å.

Values from the calculation:
Energy relative to the best compared isomer or geometry (same formula, charge and spin)   443.6 kJ/mol
LUMO level   0.9 eV
HOMO energy   -9.244 eV


[7]
The following is a quantum chemistry calculation of an isolated molecule of C5H7NO, from OMol25.

The geometry in XYZ format:
```
14
Properties=species:S:1:pos:R:3:forces:R:3
C 1.61901 0.37841 -0.93077 0.0951 0.0462 -0.0368
N 0.37773 0.26851 -0.19538 -0.1767 -0.1014 0.1552
C -0.46464 1.31399 0.13756 -0.0556 0.0260 0.0341
C -1.54177 0.79174 0.79511 -0.3566 -0.1068 -0.1962
C -1.40885 -0.63008 0.82555 0.4652 0.0257 -0.3837
C -0.18504 -0.89357 0.24371 -0.1480 0.2208 -0.1536
O 0.53865 -2.02741 0.02486 -0.2237 -0.0932 -0.0207
H 1.62335 -0.29415 -1.79454 -0.0207 0.0856 0.1793
H 2.48056 0.14757 -0.29717 -0.1037 0.0182 -0.0873
H 1.70245 1.40732 -1.28810 0.0399 -0.1661 0.0593
H -0.25331 2.31858 -0.20511 0.0650 -0.1619 0.2528
H -2.39263 1.31902 1.20116 0.1209 0.1341 -0.2029
H -2.20693 -1.33356 1.01006 0.2822 -0.0726 0.4511
H 0.11145 -2.76638 0.47306 0.0167 0.1455 -0.0505
```
Positions in Å, forces in eV/Å.

Values from the calculation:
Energy relative to the best compared isomer or geometry (same formula, charge and spin)   72.3 kJ/mol
SMILES   Cn1cccc1O
LUMO level   0.8 eV
HOMO energy   -7.636 eV


[8]
The following is a quantum chemistry calculation of an isolated molecule of C5H7NO in a non-equilibrium geometry, from OMol25.

The geometry in XYZ format:
```
14
Properties=species:S:1:pos:R:3:forces:R:3
H 0.97965 2.08036 -2.11057 0.2662 0.0109 -0.0943
N 1.44489 1.65547 -1.30625 -0.2173 -0.0899 0.1247
C 0.60485 0.89721 -0.75272 0.4242 0.2209 -0.2070
O -0.68039 0.74812 -1.23711 0.2749 -0.1251 -0.5057
C -1.16339 -0.43993 -0.61217 -0.1148 -0.0936 -0.0084
C -0.68564 -0.26576 0.80868 -0.1654 0.0697 -0.0831
C 0.48397 -1.14575 1.12437 0.0525 -0.1049 -0.0318
C 0.70534 0.26351 0.60520 -0.0123 0.3416 -0.0632
H -0.68424 -1.28486 -1.12484 -0.2134 -0.0782 0.2516
H -2.24660 -0.53534 -0.70439 0.1486 0.2942 -0.1109
H -1.32518 0.43744 1.32685 -0.1415 -0.8841 1.0953
H 0.62067 -2.00789 0.47553 -0.0829 0.1983 0.0908
H 0.83049 -1.32354 2.14147 -0.1495 0.2131 -0.2126
H 1.11559 0.92097 1.36595 -0.0693 0.0271 -0.2454
```
Positions in Å, forces in eV/Å.

Values from the calculation:
Energy relative to the best compared isomer or geometry (same formula, charge and spin)   203.6 kJ/mol
SMILES   [H]/N=C1\OC[C@H]2C[C@@H]12
LUMO level   1.0 eV
HOMO energy   -9.940 eV


These records have Kohn-Sham gap values of 0.31527; 0.40390; 0.34102; 0.31657; 0.34830; 0.37241; 0.30955; 0.40038 hartree, in the order they appear.